No. 1
Molecular formula: C6H21NO3
Method: DFT, wB97M-V/def2-TZVPD

```
31
Properties=species:S:1:pos:R:3:forces:R:3
O 0.5223 0.4082 2.7765 -3.175 -4.577 9.610
O -2.3544 0.2493 1.9790 2.469 2.870 2.450
O -2.9298 0.5780 -0.9133 1.059 -0.783 0.251
N 1.3210 1.3642 -0.2171 -0.491 0.551 -0.709
C 1.2722 0.3272 -1.2971 -0.421 2.452 -1.074
C 1.1978 -0.9805 -0.6601 -0.290 -4.327 -0.066
C -0.3873 -3.0398 -0.3870 2.485 2.877 -3.734
C 2.5102 0.3897 -2.2145 0.753 0.143 0.391
C -0.0261 1.8432 0.2934 0.304 0.590 -0.257
C -0.1805 -1.4836 -0.2510 -3.699 0.696 -0.060
H 1.6767 -1.1836 0.3229 1.016 1.035 -0.945
H -1.4409 -3.2200 -0.4353 -0.302 -0.850 0.418
H 2.7989 1.4521 -2.4270 -0.063 -0.996 0.069
H -0.6465 1.0386 0.8067 1.554 1.064 -0.069
H -3.0869 1.5039 -0.8049 -0.450 0.927 0.023
H -1.5563 0.3958 2.6401 -2.036 0.391 -1.919
H 0.2914 -3.5013 0.2981 -0.276 -0.889 0.613
H 0.3884 0.5257 -2.0221 0.857 -0.432 1.398
H -0.4640 -1.1759 0.8026 0.811 -0.346 -0.866
H -2.2510 -0.6587 2.0296 -0.512 -3.384 -0.490
H 0.3158 0.9711 3.5625 0.800 -0.236 -1.736
H 2.4393 -0.1848 -3.1594 -0.628 0.559 0.387
H -1.0790 -0.9435 -0.8198 2.103 -1.311 0.482
H 0.1798 2.7839 0.8772 -0.318 -1.297 0.123
H 1.6732 -1.7311 -1.4290 -1.022 0.925 1.443
H 0.1211 -3.1620 -1.4815 -1.535 -0.507 2.370
H 0.7582 0.7679 2.0485 2.692 4.697 -7.370
H 2.0487 2.0814 -0.4669 -1.736 -0.541 0.511
H 3.3082 -0.1767 -1.7068 0.195 0.751 0.054
H -0.8211 2.1899 -0.3927 0.886 0.040 -0.915
H -2.1232 0.4556 -0.3642 -1.030 -0.091 -0.382
```
Positions in Å, forces in eV/Å.

Properties
Net charge   0
Electronic energy   -521.55593 a.u.
Largest force on an atom   11.11 eV/Å
Frontier orbital gap   9.54 eV
LUMO energy   0.546 eV
Relative energy (zero: lowest compared OMol25 entry of this formula, charge and spin)   289.54 kJ/mol
E_HOMO   -0.331 Eh

---

No. 2
Molecular formula: C6H21NO4
Method: DFT, wB97M-V/def2-TZVPD

```
32
Properties=species:S:1:pos:R:3:forces:R:3
O -3.4034 -1.7706 0.1646 0.030 0.452 0.708
O 2.8632 -0.3151 2.0291 -0.059 -0.144 -0.271
O -2.2833 0.7241 -0.9921 -0.469 -0.012 -0.044
O -1.7729 -0.5732 2.8973 -0.723 -0.317 -0.352
N 0.9972 -1.0147 -0.3730 -1.324 0.206 0.979
C -1.2545 -0.2050 -1.3135 1.147 0.642 2.379
C 2.1573 1.3204 -1.0173 0.148 -1.001 1.414
C 0.7748 1.3669 -0.3562 -2.514 -0.142 -0.798
C -0.0365 2.4585 -1.0758 -1.339 0.854 0.168
C 0.6851 -2.2627 0.3462 -0.529 0.733 -0.525
C -0.0661 0.0362 -0.2626 1.431 -0.749 -2.543
H -3.9114 -0.9507 0.2249 -0.229 -0.110 -0.488
H 1.2138 -1.0844 -1.3612 0.117 -0.672 0.224
H -1.6758 -0.6520 3.8500 0.364 0.138 -0.120
H 3.5802 -0.9426 1.8777 -0.060 0.108 0.127
H 2.3314 -0.3880 1.2146 0.024 -0.055 0.043
H 0.6091 3.3079 -1.2905 -0.123 0.324 0.391
H -0.2243 -2.7742 -0.0025 0.470 -0.353 -0.347
H -2.7674 -1.5659 0.8669 0.071 -0.496 0.115
H -0.9850 -0.2039 2.5006 0.347 0.160 0.498
H 2.8937 0.8334 -0.3593 -0.202 0.133 -0.362
H -1.6052 -1.1569 -0.9310 -0.239 -0.469 -1.136
H 2.1658 0.7808 -1.9659 -0.134 0.234 -0.085
H -0.9411 2.7546 -0.4859 0.997 0.091 -0.191
H 0.7078 1.5506 0.7118 1.289 1.071 0.108
H -2.5391 1.2516 -1.7508 0.126 -0.072 -0.076
H -0.5150 2.2718 -2.0630 0.762 -0.736 0.373
H -0.5390 -0.1169 0.7081 0.041 0.434 -0.064
H 2.4914 2.3321 -1.1456 0.195 0.467 -0.318
H 0.4161 -2.0067 1.3745 0.458 0.109 0.072
H -0.9600 -0.1542 -2.3607 0.118 -0.240 0.069
H 1.5934 -2.8513 0.3405 -0.190 -0.590 0.053
```
Positions in Å, forces in eV/Å.

Properties
Net charge   0
Electronic energy   -596.85614 a.u.
Largest force on an atom   3.01 eV/Å
Frontier orbital gap   9.45 eV
LUMO energy   0.636 eV
Relative energy (zero: lowest compared OMol25 entry of this formula, charge and spin)   189.57 kJ/mol
E_HOMO   -0.324 Eh

---

No. 3
Molecular formula: C6H21NO5
Method: DFT, wB97M-V/def2-TZVPD

```
33
Properties=species:S:1:pos:R:3:forces:R:3
O 0.4929 -2.4698 -1.0717 -0.123 -0.315 -0.008
O -2.6315 3.0451 0.5434 0.166 0.044 0.024
O -2.5417 0.4335 1.5247 0.136 0.145 0.056
O -0.1634 -0.9177 3.0526 0.012 0.033 -0.123
O -1.4625 -2.0360 0.7536 0.061 -0.069 -0.229
N 3.1716 -0.5751 0.1110 -0.006 0.254 -0.127
C -1.3888 1.3648 -3.0518 -0.109 0.000 0.030
C -0.0797 1.0151 -0.9498 0.514 -0.152 0.250
C 2.2177 0.1714 -0.5821 0.221 -0.478 0.300
C 1.0031 0.4687 -0.1139 -0.383 0.389 -0.299
C 3.0667 -0.6570 1.5546 -0.135 -0.279 0.235
C -0.2406 0.8034 -2.2544 -0.312 0.324 -0.279
H -0.7969 1.6212 -0.4047 -0.161 0.007 -0.247
H -1.9771 -2.8487 0.7212 -0.031 0.052 0.083
H 0.7337 0.2925 0.9218 0.197 -0.078 0.026
H 4.1092 -0.3919 -0.2084 0.059 -0.051 -0.002
H 2.5149 0.3977 -1.6008 -0.132 0.077 -0.020
H -2.2823 0.7520 -2.9203 -0.042 -0.087 -0.034
H -2.1274 -0.3176 1.0633 -0.265 -0.155 0.055
H -3.4135 0.1420 1.8071 0.046 -0.088 -0.050
H -0.5203 -1.4380 2.3137 -0.017 -0.027 0.169
H -2.5970 2.1101 0.8195 -0.018 0.197 0.066
H -0.7663 -0.1659 3.0939 0.002 -0.015 0.035
H -1.9470 3.4869 1.0612 -0.182 -0.110 -0.088
H 3.1450 0.3129 2.0471 -0.007 0.183 0.006
H 0.3627 -1.8115 -1.7641 0.128 0.154 0.077
H -1.1741 1.3807 -4.1199 0.065 0.053 0.013
H 0.4769 0.2243 -2.8344 0.058 -0.163 0.240
H 1.3120 -2.2268 -0.6200 0.050 0.159 -0.148
H 3.8413 -1.3115 1.9443 0.140 -0.008 -0.063
H -0.7870 -2.1377 0.0416 0.000 -0.046 0.098
H 2.1116 -1.0881 1.8575 -0.009 0.033 -0.090
H -1.6622 2.3711 -2.7358 0.075 0.017 0.042
```
Positions in Å, forces in eV/Å.

Properties
Net charge   0
Electronic energy   -672.14614 a.u.
Largest force on an atom   0.62 eV/Å
Frontier orbital gap   8.31 eV
LUMO energy   0.467 eV
Relative energy (zero: lowest compared OMol25 entry of this formula, charge and spin)   194.68 kJ/mol
E_HOMO   -0.288 Eh

---

No. 4
Molecular formula: C6H21NO6
Method: DFT, wB97M-V/def2-TZVPD

```
34
Properties=species:S:1:pos:R:3:forces:R:3
O 2.5782 0.7955 2.4263 -0.168 -0.052 -0.097
O -1.5504 2.3436 0.8828 0.059 -0.113 -0.005
O 0.3782 -0.2696 -4.0224 -0.076 -0.103 -0.027
O 2.9771 -1.5905 1.0215 0.216 -0.081 -0.183
O -1.8682 1.0187 -2.9070 0.062 0.002 0.116
O -0.0164 -0.1010 2.9128 0.106 -0.028 -0.080
N -0.8774 0.4206 -0.0947 0.052 -0.340 0.224
C -0.3361 -1.9114 -0.2470 -0.006 0.008 -0.102
C 0.2205 -0.5045 -0.4712 -0.208 0.356 -0.052
C 0.6845 2.3003 0.0225 0.094 -0.101 -0.197
C -0.6686 1.7089 0.3247 -0.042 0.265 -0.209
C -1.7090 -1.7606 0.4318 -0.090 -0.004 0.123
C -2.1017 -0.2820 0.3196 0.041 -0.092 -0.147
H 3.0643 0.9582 3.2392 -0.089 -0.002 0.055
H -2.4684 0.1518 1.2514 -0.059 -0.028 -0.062
H -0.4234 0.1929 -3.7145 0.051 -0.076 -0.200
H -0.5303 0.1948 2.1488 -0.054 0.011 0.161
H -0.4238 -2.4320 -1.1973 -0.067 0.003 -0.075
H 0.4929 -0.3460 -1.5146 0.113 -0.053 0.005
H 0.0822 -0.8612 -4.7250 0.046 0.155 0.162
H 1.4450 1.8909 0.6923 -0.067 0.120 0.050
H -2.8833 -0.1481 -0.4290 -0.086 0.094 0.012
H 3.7972 -1.5129 0.5092 -0.411 0.032 0.289
H 2.8991 -0.7672 1.5391 0.297 -0.024 -0.099
H 0.1113 -1.0476 2.7780 -0.027 -0.002 0.009
H 0.6165 3.3775 0.1485 0.060 -0.043 0.041
H -1.6820 -2.0692 1.4786 0.091 0.046 -0.001
H 0.3615 -2.4839 0.3537 0.080 -0.120 0.108
H -1.8358 1.9804 -2.9612 -0.048 -0.039 -0.004
H -1.6315 0.8142 -1.9867 -0.026 0.134 -0.011
H -2.4617 -2.3891 -0.0412 0.025 -0.017 -0.010
H 1.0134 2.0566 -0.9924 -0.103 0.060 0.056
H 1.6523 0.5852 2.6755 0.214 0.090 0.202
H 1.0938 -0.3136 0.1481 0.022 -0.058 -0.049
```
Positions in Å, forces in eV/Å.

Properties
Net charge   0
Electronic energy   -747.44271 a.u.
Largest force on an atom   0.50 eV/Å
Frontier orbital gap   10.12 eV
LUMO energy   0.446 eV
Relative energy (zero: lowest compared OMol25 entry of this formula, charge and spin)   0.00 kJ/mol
E_HOMO   -0.356 Eh

---

No. 5
Molecular formula: C6H21NO8V
Method: DFT, wB97M-V/def2-TZVPD

```
37
Properties=species:S:1:pos:R:3:forces:R:3
V 0.1498 -0.3272 -0.3354 -1.008 1.498 2.896
O -0.8287 1.0452 0.9878 1.063 -1.556 -2.328
O 1.1465 0.8042 -3.8308 -0.260 -0.184 -0.723
O 0.4841 -1.7378 1.2544 -0.578 0.313 -1.817
O 2.0803 0.5537 0.0101 -0.453 -0.945 -0.120
O -0.6973 1.8832 -3.7724 0.238 -0.644 -0.133
O -1.5734 -1.3391 -0.8756 0.848 -0.401 0.112
O -0.0313 0.7750 -2.0925 -0.755 -0.224 0.655
O 1.2468 -1.7582 -1.3891 -0.266 2.721 -0.150
N 0.1159 1.1202 -3.2819 0.717 1.173 0.434
C 0.7285 -1.3240 2.5604 -0.102 0.694 2.897
C 2.2708 1.9361 0.1169 -0.027 3.125 -0.212
C 1.3630 -3.1347 -1.3510 0.556 -2.557 0.085
C -2.6857 -1.7562 -0.0841 -1.970 0.830 1.317
C -1.7800 2.0757 1.3542 0.444 0.468 -0.553
C -1.3496 3.5461 1.0969 0.408 -0.919 -0.204
H 0.2377 -2.6633 1.3204 -0.245 -0.244 -0.517
H -3.0073 -2.7907 -0.2047 0.490 0.022 -0.381
H -0.4200 3.7426 1.6310 -0.091 0.196 0.077
H 0.4013 -3.6080 -1.5489 0.189 -0.106 -0.063
H -0.1419 -1.3630 3.2153 -0.522 -0.400 -0.360
H -1.7802 -1.6165 -1.7711 0.226 0.169 -0.450
H 1.7952 -3.4770 -0.4107 -0.215 0.039 0.128
H -1.9721 2.0005 2.4245 0.085 -0.352 0.145
H 1.4377 -2.0179 3.0115 0.490 0.576 -0.008
H 2.2035 2.3326 1.1300 0.001 -0.486 0.172
H 0.9418 -0.2571 2.6267 0.773 -0.254 -0.460
H -3.5051 -1.0773 -0.3203 -0.219 -0.281 -0.349
H -2.5717 -1.5477 0.9797 0.883 -0.138 -0.106
H 1.9248 -1.5205 -2.0258 -0.088 1.056 -0.082
H 2.9714 0.2268 0.1540 -0.108 -1.064 0.069
H -1.1892 3.7628 0.0407 0.022 -0.208 -0.114
H -2.7202 1.8910 0.8345 -0.034 -0.248 -0.060
H 1.5421 2.5040 -0.4616 -0.266 -0.406 -0.053
H -2.1306 4.2322 1.4247 0.021 -0.168 0.246
H 2.1117 -3.3478 -2.1140 -0.375 -0.835 -0.066
H 3.2316 2.2326 -0.3038 0.128 -0.258 0.074
```
Positions in Å, forces in eV/Å.

Properties
2S+1   4
<S²>   3.80
Net charge   +2
Electronic energy   -1841.02634 a.u.
Largest force on an atom   3.41 eV/Å
Frontier orbital gap (alpha / beta)   7.08 / 3.60 eV
LUMO energy (alpha / beta)   -9.249 / -12.141 eV
E_HOMO (alpha / beta)   -0.600 / -0.578 Eh

---

No. 6
Molecular formula: C6H22B2F3NO5PtS
Method: DFT, wB97M-V/def2-TZVPD

```
41
Properties=species:S:1:pos:R:3:forces:R:3
Pt -0.6165 -0.3022 -0.1814 -0.956 1.428 0.276
S -1.2670 2.6890 -1.9332 -0.704 -0.202 1.857
F 1.0233 4.1036 -1.9718 0.337 0.426 0.084
F -0.6358 4.9972 -3.0873 0.489 0.117 -0.038
F 0.4789 3.3149 -3.9028 0.200 0.188 -0.281
O -1.6220 3.4530 -0.7376 0.429 -0.153 -1.421
O -0.1904 1.2524 1.3817 0.984 -0.598 0.809
O -2.3172 2.5111 -2.9178 0.797 0.363 0.061
O -0.2476 -2.2763 0.9593 1.148 -0.223 0.114
O -0.4966 1.4680 -1.6209 0.249 1.490 -1.020
N 1.5679 -0.5575 -0.6324 0.710 -0.468 0.936
C 3.3766 -1.0359 0.9323 0.568 -0.956 1.143
C -1.0951 -2.8896 1.9193 -0.457 0.576 -0.764
C 0.9961 -1.8048 1.5001 0.026 -1.345 0.966
C -0.0058 3.8488 -2.7719 -1.495 -1.417 0.431
C 2.0467 -1.5553 0.3898 -0.808 1.093 -0.267
C 1.0014 1.8726 1.7075 -1.093 -0.080 -1.060
B -2.8948 0.1827 0.8439 -1.087 0.188 -0.358
B -1.3880 -1.5491 -2.1597 0.110 0.026 -0.434
H -1.0950 -0.6152 -2.7735 0.443 0.923 -0.974
H 0.8305 -1.0003 2.2254 -0.065 0.548 -0.608
H 1.3082 -2.6491 2.1451 0.714 0.057 -0.248
H 2.0526 -0.7878 -1.4961 -0.559 0.075 -0.272
H -2.0058 -0.4795 1.1679 1.263 -1.352 1.100
H -2.0533 -2.9793 1.4100 -0.118 0.174 0.132
H 1.4996 1.6313 2.6719 -0.187 -0.390 0.255
H 1.9431 0.3385 -0.3308 -0.300 0.212 -0.205
H 0.7872 2.9537 1.7389 0.508 0.196 -0.031
H -3.7217 -0.5346 0.4464 -0.952 -0.893 -0.774
H -0.7795 -3.9067 2.1678 0.466 0.108 0.229
H 1.7760 1.6844 0.9353 0.333 0.415 -0.002
H -0.4756 -2.0301 -1.6122 1.426 -0.969 0.267
H -3.3336 0.7375 1.7664 -0.070 0.735 1.401
H -1.2055 -2.2171 2.7695 -0.086 -0.226 0.267
H 4.1018 -0.7668 0.1634 -0.148 -0.309 -0.242
H 2.1094 -2.4995 -0.1547 0.386 -0.040 0.130
H -2.5314 0.9659 0.0795 -0.134 1.081 -1.124
H -2.1935 -1.2745 -1.3681 -1.205 0.370 0.899
H 3.3344 -0.1639 1.5903 -0.756 0.148 -0.246
H 3.8221 -1.7921 1.5951 0.196 -0.089 -0.274
H -1.8843 -2.3375 -2.8551 -0.605 -1.224 -0.712
```
Positions in Å, forces in eV/Å.

Properties
2S+1   3
<S²>   2.01
Net charge   -2
Electronic energy   -1539.31883 a.u.
Largest force on an atom   2.15 eV/Å
Frontier orbital gap (alpha / beta)   4.68 / 5.64 eV
LUMO energy (alpha / beta)   4.430 / 4.417 eV
Relative energy (zero: lowest compared OMol25 entry of this formula, charge and spin)   0.00 kJ/mol
E_HOMO (alpha / beta)   -0.009 / -0.045 Eh

---

Q: Which of these has the lowest electronic energy?
A: C6H21NO8V

---

Q: Among the records above, which one has the lowest electronic energy?
A: C6H21NO8V